# C19H27BiNO2S

C19H27BiNO2S as an isolated structure (the ωB97M-V functional and the def2-TZVPD basis, OMol25).

The orbital gap is 8.8 eV. Its LUMO energy is -3.060 eV. Its energy relative to the best compared isomer or geometry (same formula, charge and spin) is 8.2 kcal/mol. Its total charge is +1. The value obtained for the total energy is -42394.9652 eV.

```
51
Properties=species:S:1:pos:R:3:mulliken_charge:R:1
Bi 1.84 -0.33 -0.42 1.21
C 1.30 0.21 -5.04 -0.65
C 0.38 1.24 -5.06 -0.33
C 0.12 1.94 -3.91 -0.46
C 0.83 1.66 -2.73 0.81
N 1.68 0.61 -2.73 -0.53
C 1.90 -0.09 -3.84 -0.19
C 0.71 2.35 -1.43 0.33
C 0.30 3.65 -1.42 -0.67
C 0.26 4.38 -0.25 -0.71
C 0.66 3.79 0.94 -0.58
C 1.13 2.48 0.92 -0.22
C 1.12 1.72 -0.24 -0.10
H 1.61 -0.25 -5.99 0.41
H -0.11 1.56 -5.99 0.46
H -0.53 2.80 -3.97 0.42
H 2.58 -0.89 -3.78 0.46
H 0.07 4.16 -2.33 0.39
H -0.04 5.45 -0.29 0.36
H 0.61 4.32 1.91 0.37
H 1.53 2.07 1.85 0.39
C 1.42 -2.00 5.65 -1.16
C 1.41 -0.97 4.51 -0.42
S 1.41 -1.72 2.84 0.15
O 1.65 -0.55 1.95 -0.56
C -0.34 -2.23 2.67 0.54
C -1.36 -1.23 3.22 -1.48
H 1.34 -1.44 6.59 0.36
H 2.27 -2.66 5.70 0.36
H 0.55 -2.67 5.62 0.30
H 2.27 -0.27 4.52 0.43
H 0.48 -0.40 4.52 0.29
H -0.49 -3.22 3.12 0.45
H -0.43 -2.30 1.60 -0.46
H -1.31 -1.22 4.33 0.43
H -2.32 -1.65 2.91 0.44
H -1.35 -0.20 2.86 0.30
C -1.89 -2.64 -0.96 -1.63
C -1.27 -1.27 -1.19 1.95
C -1.25 -1.00 -2.67 -1.56
C -2.12 -0.23 -0.50 -1.31
O 0.10 -1.31 -0.67 -0.62
H -2.93 -2.61 -1.21 0.44
H -1.83 -2.89 0.09 0.34
H -1.38 -3.40 -1.55 0.37
H -2.24 -0.86 -3.08 0.49
H -0.63 -1.80 -3.16 0.35
H -0.69 -0.08 -2.92 0.23
H -3.12 -0.47 -0.86 0.46
H -1.84 0.78 -0.72 0.29
H -2.07 -0.32 0.57 0.05
```

=====

# C19H27Br12I2N2O4S

C19H27Br12I2N2O4S as an isolated structure (the ωB97M-V functional and the def2-TZVPD basis, OMol25).

The orbital gap is 8.0 eV. Its LUMO energy is -3.570 eV. Its total charge is +1. The value obtained for the total energy is -898850.7974 eV.

```
67
Properties=species:S:1:pos:R:3:mulliken_charge:R:1
C 1.63 -0.34 4.10 -1.71
C 2.16 -0.78 2.71 1.88
C 3.69 -0.98 2.87 -1.65
C 1.97 0.32 1.65 -1.81
N 0.57 0.62 1.31 0.98
C 0.04 1.88 1.55 0.05
C 0.71 3.08 2.16 -1.96
C 1.18 4.05 1.03 0.07
C 1.61 5.32 1.74 0.28
O 2.54 5.28 2.51 -0.53
O 0.95 6.47 1.50 -0.45
C -1.23 1.82 1.10 0.38
S -2.36 3.17 1.14 -0.18
N -1.47 0.56 0.57 0.92
C -2.70 0.06 -0.08 -0.02
C -4.01 0.56 0.55 0.36
O -4.86 0.97 -0.20 -0.52
O -4.24 0.54 1.88 -0.48
C -0.35 -0.13 0.73 -0.36
C 0.03 -1.55 0.37 -1.69
I -0.31 -1.79 -1.77 0.32
C -0.80 -2.66 1.07 -0.50
C -1.05 -2.41 2.58 -0.85
I 0.39 -4.48 0.91 0.15
H 0.55 -0.18 4.07 0.33
H 2.19 0.54 4.40 0.35
H 1.87 -1.15 4.80 0.51
H 1.77 -1.77 2.43 -0.10
H 4.14 -0.08 3.31 0.38
H 3.89 -1.85 3.50 0.58
H 4.18 -1.19 1.90 0.21
H 2.48 -0.01 0.73 0.24
H 2.52 1.19 1.99 0.58
H -0.01 3.60 2.80 0.73
H 1.58 2.81 2.76 0.38
H 2.04 3.58 0.54 0.28
H 0.35 4.21 0.33 0.24
H 0.87 6.99 2.31 0.36
H -2.43 3.65 -0.13 0.21
H -2.68 -1.03 -0.07 0.37
H -2.68 0.37 -1.13 -0.20
H -3.58 0.01 2.34 0.35
H 1.08 -1.78 0.51 0.90
H -1.73 -2.90 0.55 0.87
H -2.12 -2.58 2.77 0.23
H -0.75 -1.42 2.93 -0.01
H -0.54 -3.13 3.22 0.44
C -3.21 -1.34 -4.67 -0.04
Br -3.59 -0.67 -6.44 0.02
Br -4.08 -0.28 -3.30 0.08
Br -3.64 -3.21 -4.50 0.00
H -2.15 -1.24 -4.52 0.01
C 7.43 -2.48 1.57 -0.32
Br 8.75 -3.26 2.72 0.00
Br 5.72 -3.36 1.75 -0.02
Br 7.28 -0.57 1.84 -0.04
H 7.76 -2.63 0.55 0.40
C -0.15 1.69 -4.08 0.22
Br 0.35 2.35 -2.32 0.11
Br -0.73 3.12 -5.23 0.00
Br 1.25 0.63 -4.88 0.01
H -1.00 1.04 -3.93 -0.32
C -5.46 -3.39 -8.59 -0.23
Br -6.90 -4.58 -9.07 -0.02
Br -3.85 -4.35 -8.14 -0.01
Br -5.13 -2.06 -9.95 -0.01
H -5.77 -2.86 -7.70 0.25
```

=====

# C19H27F3N4PdS2Si

C19H27F3N4PdS2Si as an isolated structure (the ωB97M-V functional and the def2-TZVPD basis, OMol25).

The orbital gap (spin up / spin down) is 5.2 / 7.0 eV. Its spin multiplicity is 3. Its LUMO energy (spin up / spin down) is 0.358 / -0.854 eV. Its energy relative to the best compared isomer or geometry (same formula, charge and spin) is 0.0 kcal/mol. The value obtained for the total energy is -67282.0204 eV.

```
57
Properties=species:S:1:pos:R:3:mulliken_charge:R:1
Pd 9.02 11.50 7.32 0.23
C 12.61 14.69 4.86 -1.12
N 12.38 13.24 5.03 -0.11
C 12.17 12.69 6.24 0.32
N 12.29 13.49 7.31 -0.31
S 11.61 11.09 6.36 -0.39
H 12.76 14.98 3.84 0.34
H 13.53 14.96 5.38 0.39
H 11.81 15.27 5.26 0.34
H 12.30 12.59 4.26 0.23
H 12.57 14.47 7.18 0.24
H 11.78 13.23 8.17 0.23
S 9.02 11.22 9.74 -0.33
C 9.71 9.60 9.86 0.04
N 8.81 8.55 10.04 -0.03
C 9.24 7.25 10.02 -0.72
C 10.52 6.96 9.88 -0.22
C 11.52 8.01 9.84 -0.86
C 11.04 9.31 9.80 -0.03
H 7.80 8.72 9.96 0.21
H 8.45 6.52 10.02 0.41
H 10.79 5.91 9.80 0.45
H 12.55 7.75 9.91 0.42
H 11.75 10.13 9.65 0.30
C 5.90 12.55 9.00 -1.12
Si 6.67 11.53 7.64 0.85
C 6.02 11.98 5.97 -1.34
C 6.14 9.79 7.97 1.11
C 6.25 8.85 6.96 -0.91
C 5.98 7.53 7.20 -0.34
C 5.53 7.10 8.45 -0.65
C 5.38 8.03 9.47 -0.20
C 5.67 9.35 9.23 -0.81
H 4.81 12.48 8.86 0.35
H 6.18 13.59 8.88 0.36
H 6.21 12.12 9.95 0.29
H 4.99 11.69 5.90 0.44
H 6.56 11.46 5.17 0.31
H 6.10 13.03 5.78 0.35
H 6.58 9.12 5.99 0.38
H 6.09 6.82 6.40 0.48
H 5.34 6.03 8.60 0.38
H 5.06 7.76 10.47 0.36
H 5.59 10.05 10.04 0.12
F 9.64 14.11 6.19 -0.26
C 8.94 13.56 7.25 0.25
F 7.79 14.29 7.18 -0.23
F 9.57 14.08 8.38 -0.33
C 9.50 5.86 6.50 -1.18
C 10.37 7.13 6.54 -0.36
C 9.60 8.35 6.77 0.26
N 9.12 9.38 6.94 -0.19
H 10.10 5.06 6.12 0.41
H 8.71 6.05 5.84 0.34
H 9.16 5.64 7.51 0.23
H 10.96 7.24 5.60 0.46
H 11.14 7.14 7.31 0.18
```

=====

# C19H27FN4O4S

One molecule with the formula C19H27FN4O4S (the ωB97M-V functional and the def2-TZVPD basis, OMol25).

The orbital gap is 9.3 eV. Its structure (SMILES) is CN(C(=O)c1cc(S(N)(=O)=O)n(C)c1)[C@H]1CCCN(C(=O)C(F)=C2CCC2)CC1. Its LUMO energy is 0.504 eV. Its energy relative to the best compared isomer or geometry (same formula, charge and spin) is 19.2 kcal/mol. The value obtained for the total energy is -47842.7254 eV.

```
56
Properties=species:S:1:pos:R:3:mulliken_charge:R:1
C -1.64 1.48 0.58 -1.12
N -0.25 1.44 0.14 0.57
C 0.35 2.69 -0.02 -0.35
O 0.19 3.40 -1.01 -0.66
C 1.12 3.18 1.12 0.49
C 1.42 2.51 2.32 0.80
C 2.17 3.37 3.08 -1.50
S 2.84 3.10 4.69 1.19
N 1.85 4.08 5.64 -0.59
O 2.58 1.73 5.04 -0.65
O 4.15 3.69 4.75 -0.64
N 2.36 4.54 2.39 0.18
C 3.08 5.73 2.83 -0.90
C 1.72 4.43 1.21 -0.54
C 0.06 0.42 -0.87 -0.11
C 0.02 -0.97 -0.24 -0.75
C 0.92 -2.03 -0.86 -0.72
C 0.99 -2.08 -2.40 -1.07
N -0.26 -1.71 -3.06 0.29
C -1.38 -2.48 -3.03 0.86
O -2.49 -2.00 -3.21 -0.67
C -1.21 -3.93 -2.78 0.02
F -0.19 -4.53 -3.44 -0.44
C -2.01 -4.64 -2.00 0.21
C -2.13 -6.12 -1.70 -0.54
C -3.63 -5.83 -1.48 -0.61
C -3.28 -4.34 -1.24 -0.51
C -0.39 -0.28 -3.32 -1.64
C -0.83 0.54 -2.12 -0.26
H -1.94 0.50 0.96 0.30
H -1.76 2.20 1.38 0.40
H -2.31 1.76 -0.23 0.37
H 1.12 1.51 2.60 0.66
H 1.16 3.47 6.07 0.30
H 2.43 4.51 6.34 0.29
H 2.88 6.54 2.14 0.34
H 2.75 6.01 3.82 0.31
H 4.15 5.52 2.84 0.31
H 1.73 5.24 0.49 0.48
H 1.09 0.61 -1.18 0.32
H 0.27 -0.89 0.82 0.41
H -1.02 -1.33 -0.26 0.25
H 1.94 -1.92 -0.49 0.44
H 0.59 -3.01 -0.50 0.35
H 1.80 -1.48 -2.81 0.45
H 1.26 -3.10 -2.68 0.33
H -1.87 -6.82 -2.50 0.31
H -1.62 -6.42 -0.79 0.22
H -4.22 -5.98 -2.38 0.27
H -4.12 -6.36 -0.66 0.31
H -3.12 -4.11 -0.18 0.22
H -3.97 -3.60 -1.65 0.32
H 0.54 0.08 -3.76 0.50
H -1.14 -0.15 -4.10 0.42
H -1.86 0.26 -1.87 0.31
H -0.87 1.59 -2.43 0.44
```

=====

Quick rundown of F_max, same order as above: 2.64, 2.16, 2.13, 1.48 eV/A